C17H35F6MnN4O11S2 | the ωB97M-V functional and the def2-TZVPD basis

DFT total energy: -4262.07249 Ha
2S+1: 6
charge: -1
expectation value of S²: 8.75
max |F|: 4.861 eV Å⁻¹
gap between HOMO and LUMO (spin up / spin down): 6.373 / 6.711 eV

Element x y z (Å)
1 Mn -0.256 0.131 0.469
2 C 3.549 1.412 2.671
3 F 3.441 0.356 3.453
4 F 4.297 2.301 3.340
5 F 4.232 1.143 1.590
6 S 1.883 2.216 2.140
7 O 1.149 2.680 3.343
8 O 2.251 3.289 1.218
9 O 1.078 1.175 1.493
10 C -2.217 4.071 -1.051
11 F -3.306 3.238 -0.921
12 F -2.415 4.829 -2.156
13 F -2.085 4.779 0.089
14 S -0.645 3.066 -1.344
15 O -0.764 1.838 -0.573
16 O -0.566 2.819 -2.770
17 O 0.459 3.913 -0.846
18 C 1.460 -1.558 -3.257
19 C 1.177 -1.862 -1.780
20 C 2.211 -2.779 -1.162
21 O 0.894 -0.672 -1.105
22 H 1.885 -2.403 -3.798
23 H 2.018 -0.633 -3.401
24 H 0.555 -1.423 -3.849
25 H 0.322 -2.505 -1.572
26 H 1.719 -3.179 -0.276
27 H 3.032 -2.121 -0.875
28 H 2.533 -3.498 -1.915
29 C -2.727 -1.371 -0.904
30 O -2.036 -0.651 -0.162
31 N -3.535 -0.907 -1.881
32 C -4.274 -1.844 -2.778
33 C -3.528 0.509 -2.221
34 H -2.699 -2.469 -0.832
35 H -3.947 -1.729 -3.811
36 H -5.352 -1.691 -2.729
37 H -4.286 -2.881 -2.442
38 H -4.246 0.838 -2.973
39 H -3.925 1.159 -1.442
40 H -2.549 0.853 -2.552
41 C 0.686 -2.572 2.267
42 O 0.230 -1.490 1.896
43 N 0.207 -3.741 1.875
44 C 0.997 -5.004 2.162
45 C -1.015 -3.864 1.065
46 H 1.604 -2.735 2.852
47 H 1.475 -4.949 3.140
48 H 1.733 -5.220 1.388
49 H 0.314 -5.854 2.174
50 H -1.928 -3.370 1.398
51 H -0.704 -3.533 0.074
52 H -1.323 -4.899 0.913
53 C -2.251 1.423 2.888
54 O -1.682 0.891 1.931
55 N -3.551 1.774 2.953
56 C -4.187 2.375 4.174
57 C -4.496 1.573 1.811
58 H -1.698 1.866 3.730
59 H -4.387 3.435 4.014
60 H -3.604 2.299 5.092
61 H -5.135 1.892 4.412
62 H -5.262 0.807 1.926
63 H -4.921 2.576 1.761
64 H -3.943 1.448 0.880
65 C 3.365 1.786 -1.582
66 O 3.117 2.963 -1.433
67 N 4.622 1.264 -1.605
68 C 4.925 -0.150 -1.961
69 C 5.772 2.097 -1.249
70 H 2.632 1.002 -1.829
71 H 5.448 -0.501 -1.071
72 H 5.770 -0.198 -2.648
73 H 4.149 -0.821 -2.328
74 H 5.450 3.092 -0.943
75 H 6.374 1.663 -0.451
76 H 6.432 2.235 -2.105

Cartesian forces, eV/Å:
Mn 1.247 -0.431 -1.116
C -1.115 1.927 0.008
F -0.273 -0.978 0.164
F -0.149 0.456 0.454
F 0.459 -1.015 -1.111
S -2.342 3.038 -0.207
O 1.757 -0.930 -0.612
O 0.607 -1.754 1.758
O 2.102 -0.178 0.746
C 0.933 -1.319 -0.304
F 0.398 1.020 0.060
F -0.298 0.086 1.428
F -0.739 -0.069 -1.209
S 4.683 1.302 0.036
O -1.518 0.487 -0.049
O -1.283 0.088 0.095
O -2.948 -0.690 -0.675
C -0.852 -0.553 -0.520
C -1.241 1.347 0.488
C 0.673 1.280 0.197
O 0.610 -0.607 0.216
H 0.715 -0.107 0.121
H 0.260 -0.185 0.252
H -0.463 0.389 0.356
H -1.222 -0.389 -1.308
H 0.564 -0.442 0.067
H 0.427 -0.355 0.281
H 0.013 -0.399 0.388
C 0.821 1.125 0.266
O -2.264 -1.760 -1.477
N -0.628 -1.006 -0.533
C -0.261 0.501 0.785
C -0.388 1.092 -0.053
H -0.118 0.080 0.025
H 0.101 -0.190 0.113
H -0.092 0.856 -0.129
H 1.074 -0.038 0.059
H -0.041 -1.111 -0.669
H 0.733 -0.433 0.711
H 0.121 -0.008 0.329
C 0.122 1.243 -1.132
O 0.318 -1.227 1.212
N -0.643 -2.992 0.658
C -1.020 0.830 -0.216
C 0.763 -0.238 -0.964
H -0.021 0.687 0.212
H 0.035 0.169 -0.120
H 0.083 0.305 -0.042
H -0.116 0.160 0.110
H 0.563 0.597 0.370
H -0.577 0.413 -0.242
H 0.471 -0.240 0.415
C 1.014 0.766 -0.846
O -1.728 0.438 1.749
N -1.582 -0.884 0.383
C 0.528 -0.209 -0.737
C 1.162 1.409 0.529
H 0.269 -0.523 0.121
H -0.012 0.054 -0.156
H 0.495 -0.183 -0.381
H -0.033 -0.193 -0.344
H 0.184 -0.048 0.352
H -0.725 -0.185 -0.415
H 0.190 -0.290 0.263
C -0.318 0.421 -0.908
O 0.296 -0.598 -0.005
N 0.908 -0.686 -0.316
C 1.369 1.298 1.123
C -0.308 -0.111 -0.388
H -0.402 0.147 0.301
H -0.529 -0.924 0.369
H -0.179 0.398 -0.761
H -0.306 0.627 0.402
H -0.328 -0.248 0.032
H -0.116 -0.233 0.181
H 0.111 -0.078 -0.239


C4H31N3O11 | the ωB97M-V functional and the def2-TZVPD basis

DFT total energy: -1162.91961 Ha
relative energy (zero: lowest compared OMol25 entry of this formula, charge and spin): 83.30 kJ/mol
max |F|: 3.860 eV Å⁻¹
gap between HOMO and LUMO: 9.475 eV

Element x y z (Å)
1 C 0.158 1.561 -1.839
2 C -0.869 1.344 -0.698
3 N -0.901 2.550 0.175
4 C -0.516 0.053 0.131
5 N -1.205 -1.088 -0.406
6 C -2.211 -1.537 0.498
7 N -2.235 -2.863 0.760
8 O -3.016 -0.809 1.055
9 H 0.309 2.573 -2.253
10 H 1.102 1.121 -1.410
11 H -0.079 0.897 -2.641
12 H -1.855 1.257 -1.179
13 H -0.243 2.461 0.957
14 H -0.529 3.385 -0.316
15 H -0.923 0.301 1.172
16 H 0.568 0.048 0.223
17 H -0.602 -1.844 -0.718
18 H -2.732 -3.200 1.578
19 H -1.572 -3.497 0.391
20 O 3.303 -0.600 2.261
21 H 2.358 -0.756 2.548
22 H 3.545 0.076 2.895
23 O 3.730 1.684 0.212
24 H 4.441 1.668 0.875
25 H 3.489 0.733 0.105
26 O 1.560 -2.165 -3.178
27 H 0.705 -1.626 -3.102
28 H 1.168 -2.983 -3.532
29 O -1.117 -1.296 -3.287
30 H -1.738 -1.844 -2.793
31 H -1.322 -0.343 -3.106
32 O -2.186 1.048 2.894
33 H -2.255 2.005 2.941
34 H -2.610 1.027 2.016
35 O 0.906 0.949 2.950
36 H 0.347 1.151 3.686
37 H 0.681 1.528 2.210
38 O 3.218 -0.585 -1.798
39 H 2.696 -1.203 -2.364
40 H 4.156 -0.606 -1.936
41 O 1.957 3.329 1.267
42 H 2.418 4.159 1.152
43 H 2.577 2.662 0.847
44 O -3.854 1.560 0.021
45 H -4.121 0.698 0.310
46 H -2.973 1.886 0.263
47 O 0.649 -3.564 -1.052
48 H 1.265 -3.675 -0.341
49 H 1.226 -3.171 -1.762

Cartesian forces, eV/Å:
C 1.104 -1.056 1.386
C 0.742 1.148 -0.747
N 0.350 0.130 0.216
C -1.620 3.404 0.831
N -0.639 -1.299 1.084
C 0.070 0.010 0.106
N -0.337 -0.761 0.289
O 0.457 0.035 -0.355
H -0.251 -0.407 0.484
H -0.319 1.022 -0.808
H -0.067 -0.302 -0.881
H 0.179 -0.293 0.492
H -0.366 0.040 -0.492
H -0.508 -0.876 0.289
H 0.678 -0.691 -1.315
H 0.119 -0.856 -0.217
H 0.065 0.047 0.224
H -0.150 0.470 -0.466
H 0.768 -0.311 -0.421
O -1.524 -0.538 0.429
H 1.308 0.328 -0.666
H 0.195 0.300 0.143
O 0.512 -1.034 0.078
H -0.349 -0.034 -0.299
H 0.081 0.732 0.010
O -2.033 0.086 -0.282
H 1.002 -0.457 -0.175
H 0.589 0.231 -0.327
O 0.165 0.914 -0.379
H -0.044 0.458 0.127
H -0.084 -1.470 0.025
O -0.439 0.881 -0.757
H 0.346 0.539 0.924
H -0.034 -1.251 0.242
O 1.009 -0.551 -0.626
H -0.794 0.311 0.320
H 0.090 0.042 0.613
O -1.307 0.187 0.514
H 1.272 0.405 0.327
H 0.383 -0.410 -0.560
O 0.292 -0.716 -0.283
H -0.008 0.350 0.017
H -0.624 0.603 0.381
O -0.714 1.871 -0.849
H 0.846 -0.607 0.549
H -0.283 -0.658 0.214
O 0.137 0.391 -1.072
H 0.439 -0.221 0.858
H -0.707 -0.135 0.805


What is the DFT total energy in the second record? -1162.91961 Ha


What is the formula in the first record? C17H35F6MnN4O11S2


Which of these has the lowest max |F|? C4H31N3O11


Which of these has the lowest max |F|? C4H31N3O11